{"formula": "C20H16AuBrN2O4", "method": "ωB97M-V/def2-TZVPD", "symbols": ["Au", "C", "C", "C", "C", "C", "Br", "N", "C", "H", "H", "H", "H", "H", "H", "O", "C", "O", "C", "C", "C", "N", "C", "C", "C", "O", "O", "H", "H", "H", "C", "C", "C", "C", "C", "C", "C", "H", "H", "H", "H", "H", "H", "H"], "positions_angstrom": [[-1.1017, -0.2351, -0.2585], [0.3592, -5.3001, 1.3892], [-0.7729, -4.3356, 1.2641], [-1.9878, -4.5262, 1.9252], [-2.9869, -3.5735, 1.8040], [-2.7352, -2.4568, 1.0285], [-4.0432, -1.1077, 0.8457], [-1.5884, -2.2614, 0.3742], [-0.6398, -3.1928, 0.4908], [0.0663, -6.1626, 1.9810], [1.2057, -4.8162, 1.8751], [0.6926, -5.6410, 0.4101], [-2.1495, -5.4039, 2.5298], [-3.9366, -3.6854, 2.3023], [0.2632, -3.0016, -0.0681], [5.4316, 0.5485, -3.5604], [4.5909, 1.4076, -3.6430], [4.4393, 2.5144, -4.0821], [3.1817, 0.8790, -2.8889], [3.1778, -0.3717, -2.3081], [2.0226, -0.7732, -1.6533], [0.9601, 0.0047, -1.5841], [0.9708, 1.1880, -2.1527], [2.0780, 1.6905, -2.8369], [-0.3084, 2.0772, -2.0566], [-0.2503, 3.1724, -2.5693], [-1.2818, 1.5518, -1.4629], [4.0453, -1.0068, -2.3538], [1.9602, -1.7399, -1.1735], [2.0233, 2.6758, -3.2765], [-0.6680, 0.6897, 1.7275], [-0.8542, 2.0954, 1.4997], [0.2289, 2.9479, 1.2205], [0.0291, 4.2975, 1.0316], [-1.2534, 4.8296, 1.0841], [-2.3394, 3.9962, 1.3187], [-2.1470, 2.6505, 1.5263], [-1.3968, 0.2281, 2.3844], [0.3504, 0.3820, 1.9385], [1.2271, 2.5327, 1.1674], [0.8707, 4.9452, 0.8347], [-1.4077, 5.8873, 0.9334], [-3.3384, 4.4032, 1.3411], [-2.9872, 1.9965, 1.7011]], "e_lumo_ev": -3.469, "homo_energy_ha": -0.2452, "orbital_gap_ev": 3.20, "e_above_lowest_kcal_mol": 57.4, "molar_mass_g_mol": 625.23}


{"formula": "C3H10O3", "method": "ωB97M-V/def2-TZVPD", "symbols": ["C", "C", "C", "O", "H", "H", "H", "H", "H", "H", "O", "H", "H", "O", "H", "H"], "positions_angstrom": [[-0.1152, 0.6080, -2.5795], [-0.6269, -0.0756, -1.2711], [0.5881, -0.5967, -0.6159], [0.9037, -0.3884, 0.5370], [0.9381, 0.9051, -2.5693], [-0.7280, 1.5176, -2.6593], [-0.3062, 0.0968, -3.5220], [-1.1785, 0.6113, -0.6458], [-1.2315, -0.9484, -1.5468], [1.2897, -1.1907, -1.2364], [1.0327, 1.1160, 2.9631], [1.2014, 0.5599, 2.1911], [1.0649, 0.4393, 3.6430], [-1.2304, -1.1529, 2.2292], [-1.1521, -0.8485, 3.1410], [-0.4498, -0.6527, 1.9416]], "e_lumo_ev": 0.740, "homo_energy_ha": -0.3883, "orbital_gap_ev": 11.31, "smiles": "CCC=O.O.O", "e_above_lowest_kcal_mol": 11.1, "molar_mass_g_mol": 94.11}


{"formula": "C9H9F3O2", "method": "ωB97M-V/def2-TZVPD", "symbols": ["C", "C", "C", "C", "F", "F", "F", "H", "H", "H", "H", "H", "O", "C", "C", "C", "C", "C", "O", "H", "H", "H", "H"], "positions_angstrom": [[-0.3216, 1.3476, 1.7254], [0.4262, 1.3395, 0.4503], [1.7128, 1.0238, 0.4250], [2.6033, 1.1493, -0.8106], [3.3813, 0.1503, -1.1773], [3.4612, 2.2839, -0.6997], [1.8171, 1.4138, -1.8958], [-0.1507, 2.3786, 2.2169], [-1.3704, 1.1124, 1.6428], [0.2390, 0.7666, 2.4233], [-0.0846, 1.8439, -0.3501], [2.2173, 0.6328, 1.2893], [0.2926, -1.5845, 0.1695], [-0.2806, -1.9688, -0.8411], [-1.5054, -1.4975, -1.4200], [-2.2386, -1.8202, -2.5323], [-3.3703, -0.9721, -2.4999], [-3.3633, -0.2646, -1.3573], [-2.1596, -0.6304, -0.6423], [0.2728, -2.4786, -1.5969], [-1.8847, -2.3907, -3.3669], [-4.2243, -0.8400, -3.2436], [-4.0190, 0.5095, -0.9255]], "e_lumo_ev": -0.250, "homo_energy_ha": -0.3504, "orbital_gap_ev": 9.28, "smiles": "C/C=C/C(F)(F)F.O=Cc1ccco1", "e_above_lowest_kcal_mol": 31.0, "molar_mass_g_mol": 206.16}